The following is a quantum chemistry calculation of C23H24IrN6O8PSSe as an isolated structure, from OMol25.

Geometry as XYZ:
```
65
Properties=species:S:1:pos:R:3:mulliken_charge:R:1
Ir 0.845 -0.442 0.626 0.8185
S -3.748 -6.279 -0.408 0.1559
N -3.809 -5.120 0.713 -0.6812
C -2.818 -4.284 0.449 0.6942
C -2.492 -3.097 1.214 0.4543
C -3.196 -2.681 2.344 -0.4678
C -2.774 -1.556 3.014 -1.1206
C -1.660 -0.861 2.549 0.0221
N -0.989 -1.239 1.469 -0.3107
C -1.397 -2.341 0.796 -0.2552
C -0.621 -2.725 -0.379 -0.0696
N 0.409 -1.918 -0.714 -0.0689
C 1.187 -2.217 -1.751 -0.4211
C 0.950 -3.357 -2.517 -0.9385
C -0.105 -4.186 -2.208 -0.5619
C -0.919 -3.868 -1.117 0.3562
C -2.051 -4.661 -0.685 0.7209
N -2.477 -5.773 -1.262 -0.6802
H -4.054 -3.251 2.674 0.5529
H -3.288 -1.196 3.893 0.4717
H -1.299 0.023 3.049 0.3728
H 2.012 -1.535 -1.927 0.6418
H 1.610 -3.570 -3.345 0.5350
H -0.316 -5.078 -2.783 0.5406
O 0.276 3.791 5.190 -0.5654
C 1.301 2.972 5.197 0.4031
O 2.087 2.904 6.113 -0.6246
C 1.498 2.078 4.009 0.4000
C 2.631 1.297 3.900 -0.4480
N 2.505 0.563 2.795 -0.0066
N 1.356 0.828 2.161 0.4369
C 0.714 1.756 2.876 -0.5381
C -0.628 2.310 2.406 0.7165
O -1.075 3.282 3.044 -0.9183
O -1.130 1.752 1.412 -0.4217
H -0.279 3.672 4.347 0.4119
H 3.495 1.242 4.538 0.5369
H 3.178 -0.025 2.323 0.2231
O 4.044 0.354 -1.964 -0.6894
Se 4.088 0.452 -0.340 0.6840
O 1.153 0.742 -2.088 0.4254
O 2.692 -0.694 0.086 -0.7836
O 3.413 1.856 0.157 -0.6282
C 0.250 0.053 -4.268 -1.0040
C 1.186 0.962 -3.503 -0.4042
P 0.277 1.135 -0.826 0.7426
C -1.453 1.002 -1.361 -0.5415
C -1.911 2.162 -2.246 -1.4788
C 0.685 2.858 -0.408 -0.5465
C 1.355 3.632 -1.539 -1.6278
H 0.459 0.161 -5.334 0.4566
H -0.802 0.290 -4.108 0.2354
H 0.408 -0.993 -4.003 0.1202
H 0.986 2.012 -3.715 0.3333
H 2.227 0.764 -3.757 0.3989
H -2.062 0.969 -0.458 0.4164
H -1.542 0.039 -1.872 0.4417
H -1.943 3.088 -1.673 0.3872
H -2.917 1.973 -2.621 0.4229
H -1.264 2.325 -3.108 0.2769
H 1.386 2.795 0.423 0.2045
H -0.235 3.327 -0.065 0.7248
H 2.273 3.134 -1.848 0.2603
H 1.622 4.621 -1.166 0.4685
H 0.697 3.772 -2.399 0.3372
```

Computed properties:
- charge = 0
- energy relative to the best compared isomer or geometry (same formula, charge and spin) (eV) = 2.2345
- Kohn-Sham gap (eV) = 6.173



The following is a quantum chemistry calculation of an isolated ion of composition CH3NO3P and charge -1, from OMol25.

Geometry as XYZ:
```
9
Properties=species:S:1:pos:R:3:mulliken_charge:R:1
N 0.162 -1.355 0.268 -0.6648
P -0.577 0.314 0.780 0.6478
O -0.608 0.920 2.119 -0.7276
O -2.041 0.023 0.173 -0.5377
C 0.098 1.219 -0.601 0.1226
O -0.419 1.063 -1.698 -0.5256
H 1.131 -1.371 0.472 0.0897
H -1.664 -0.240 -0.696 0.3483
H 1.181 1.352 -0.504 0.2473
```

Computed properties:
- charge = -1
- SMILES string = N=[P@]([O-])(O)C=O
- energy relative to the best compared isomer or geometry (same formula, charge and spin) (eV) = 2.6307
- Kohn-Sham gap (alpha / beta) (eV) = 7.579 / 7.579



The following is a quantum chemistry calculation of C7H11N as an isolated structure, from OMol25.

Geometry as XYZ:
```
19
Properties=species:S:1:pos:R:3:mulliken_charge:R:1
C -1.868 0.766 -0.313 -0.7185
C -1.886 -0.779 0.150 -0.6587
C -0.396 -0.719 -0.315 0.1769
C 1.118 -1.014 -0.140 -0.4363
C 1.607 -0.027 0.977 -0.5193
C 1.130 0.999 -0.108 -0.2514
C -0.390 0.710 0.121 -0.3279
H -2.540 1.487 0.178 0.3178
H -2.018 0.819 -1.379 0.3054
H -2.622 -1.410 -0.362 0.3128
H -2.061 -0.836 1.207 0.2761
H -0.469 -0.694 -1.416 0.2086
H 1.445 -2.066 -0.253 0.4286
H 2.716 -0.132 1.024 0.2472
H 1.213 -0.017 1.988 0.3142
H 1.459 2.050 -0.172 0.4340
H 2.558 0.067 -1.212 0.2834
H -0.557 0.768 1.199 0.1887
N 1.560 0.028 -1.172 -0.5817
```

Computed properties:
- charge = 0
- energy relative to the best compared isomer or geometry (same formula, charge and spin) (eV) = 4.4031
- Kohn-Sham gap (eV) = 10.193



The following is a quantum chemistry calculation of C4H8BrNO2 as an isolated structure, from OMol25.

Geometry as XYZ:
```
16
Properties=species:S:1:pos:R:3:mulliken_charge:R:1
C -1.329 -0.576 -1.322 -1.3973
C 0.944 0.432 -1.351 -1.4923
C -0.273 0.127 -0.484 1.0537
C -0.017 -0.742 0.637 -0.7875
N 0.705 0.538 3.203 0.5129
O 0.866 1.080 4.235 -0.4931
O 1.284 0.739 2.157 -0.3692
Br -1.089 -0.948 2.100 -0.0106
H -2.334 -0.497 -0.946 0.3905
H -1.160 -0.069 -2.298 0.3343
H -1.183 -1.616 -1.396 0.3936
H 0.517 1.191 -2.087 0.3589
H 1.626 0.949 -0.655 0.3624
H 1.434 -0.273 -1.970 0.3840
H -0.712 1.117 -0.246 0.2038
H 0.721 -1.451 0.424 0.5559
```

Computed properties:
- charge = 0
- energy relative to the best compared isomer or geometry (same formula, charge and spin) (eV) = 5.7241
- Kohn-Sham gap (alpha / beta) (eV) = 8.955 / 6.495



The following is a quantum chemistry calculation of one molecule with the formula C19H18ClN3O4, from OMol25.

Geometry as XYZ:
```
45
Properties=species:S:1:pos:R:3:mulliken_charge:R:1
C -6.848 -1.541 1.618 -0.8818
O -6.359 -1.126 0.367 -0.4661
C -5.170 -0.471 0.320 0.7435
C -4.370 -0.172 1.418 -0.5003
C -3.174 0.504 1.257 -1.1468
C -2.743 0.900 -0.004 0.3208
N -1.530 1.590 -0.089 -0.0119
C -0.882 2.019 -1.196 0.8187
O -1.257 1.900 -2.339 -0.6539
C 0.435 2.745 -0.850 -1.1914
N 1.419 1.880 -0.238 0.1915
C 1.379 1.449 1.088 0.2707
O 0.487 1.683 1.873 -0.7553
N 2.509 0.756 1.309 0.0104
C 3.340 0.615 0.130 2.1192
C 4.736 1.212 0.342 -1.6800
C 3.462 -0.839 -0.309 -0.0943
C 3.691 -1.820 0.649 -0.4530
C 3.832 -3.145 0.276 -0.8190
C 3.751 -3.503 -1.059 -0.3992
C 3.537 -2.528 -2.017 -0.7808
C 3.395 -1.202 -1.647 -0.2555
C 2.563 1.472 -0.873 0.0375
O 2.890 1.772 -1.989 -0.6453
C -3.530 0.607 -1.115 -0.4944
C -4.721 -0.068 -0.945 0.3413
Cl -5.698 -0.431 -2.317 -0.2159
H -6.170 -2.254 2.099 0.3399
H -7.798 -2.031 1.412 0.2417
H -7.017 -0.691 2.286 0.3420
H -4.675 -0.463 2.410 0.3496
H -2.567 0.726 2.122 0.3848
H -1.063 1.735 0.806 0.1030
H 0.220 3.577 -0.172 0.3746
H 0.873 3.118 -1.780 0.4049
H 2.693 0.297 2.185 0.2441
H 5.250 1.252 -0.615 0.3557
H 5.310 0.593 1.028 0.3893
H 4.659 2.219 0.745 0.4162
H 3.770 -1.558 1.694 0.2742
H 4.008 -3.896 1.031 0.3779
H 3.859 -4.537 -1.349 0.3906
H 3.478 -2.797 -3.060 0.4050
H 3.237 -0.451 -2.404 0.4899
H -3.212 0.904 -2.100 0.7077
```

Computed properties:
- charge = 0
- SMILES string = COc1ccc(NC(=O)CN2C(=O)N[C@@](C)(c3ccccc3)C2=O)cc1Cl
- energy relative to the best compared isomer or geometry (same formula, charge and spin) (eV) = 0.0000
- Kohn-Sham gap (eV) = 8.442



The following is a quantum chemistry calculation of a 7-piece molecular cluster, C24H53B3NO16PS6 overall, from OMol25.

Geometry as XYZ:
```
104
Properties=species:S:1:pos:R:3:mulliken_charge:R:1
N -0.213 1.691 -0.107 -0.3549
P 1.410 2.215 -0.155 0.0553
O 1.629 2.923 1.330 -0.4221
B 1.214 3.712 -1.413 0.6435
O 0.247 4.718 -1.302 -0.3669
B -0.149 5.366 -2.461 0.5149
O 0.800 5.502 -3.466 -0.4166
B 1.465 4.303 -3.657 0.4949
O 2.040 3.731 -2.533 -0.4752
H -0.243 0.701 -0.325 0.2174
H -0.814 2.175 -0.761 0.3177
H 2.211 3.676 1.238 0.3447
H -1.280 5.698 -2.626 -0.1062
H 1.415 3.719 -4.694 -0.1001
O 0.174 -0.989 -3.376 -0.7590
S -0.528 -1.643 -2.299 0.9816
O -0.302 -1.228 -0.931 -0.6032
C -2.283 -1.621 -2.632 -0.4344
C -2.521 -2.909 -3.413 -0.3443
C -1.704 -3.995 -2.701 -0.7768
C -0.309 -3.421 -2.437 -0.7453
H -2.531 -0.713 -3.176 0.5483
H -2.789 -1.619 -1.671 0.0450
H -3.582 -3.159 -3.448 0.3918
H -2.164 -2.796 -4.439 0.0425
H -2.187 -4.247 -1.754 0.4238
H -1.637 -4.903 -3.296 0.3399
H 0.137 -3.784 -1.514 0.4466
H 0.366 -3.597 -3.272 0.3163
O -1.053 -3.156 4.267 -0.7054
S -1.643 -1.908 3.844 1.2579
O -3.082 -1.806 3.739 -0.6481
C -0.988 -0.580 4.849 -0.7817
C 0.256 -0.126 4.093 -0.6209
C -0.136 -0.089 2.612 -0.3437
C -0.873 -1.396 2.300 -0.4504
H -0.793 -0.950 5.850 0.4844
H -1.744 0.204 4.882 0.3464
H 0.596 0.848 4.441 0.2493
H 1.065 -0.845 4.250 0.2338
H -0.790 0.761 2.422 0.2610
H 0.732 0.025 1.965 0.1304
H -1.649 -1.275 1.547 0.1049
H -0.194 -2.190 1.998 0.4345
O 6.195 2.764 0.671 -0.6872
S 5.541 3.939 0.167 1.0240
O 4.101 4.019 0.147 -0.6259
C 6.222 5.379 0.988 -0.7255
C 7.400 5.783 0.108 -0.5825
C 6.903 5.667 -1.340 -0.6233
C 6.182 4.319 -1.471 -0.5272
H 6.490 5.100 2.004 0.3923
H 5.447 6.145 1.000 0.3523
H 7.739 6.791 0.341 0.3460
H 8.236 5.101 0.273 0.2978
H 6.207 6.480 -1.553 0.2905
H 7.720 5.740 -2.056 0.3316
H 5.344 4.339 -2.163 0.2165
H 6.861 3.511 -1.737 0.3871
O 0.296 -6.287 -7.182 -0.6816
S -0.285 -5.055 -6.721 0.9640
O -0.218 -4.702 -5.324 -0.5012
C 0.335 -3.702 -7.717 -0.6731
C -0.650 -3.612 -8.877 -0.5934
C -2.047 -3.765 -8.257 -0.6116
C -1.991 -4.958 -7.294 -0.5965
H 1.357 -3.931 -8.009 0.3921
H 0.314 -2.807 -7.095 0.3437
H -0.546 -2.669 -9.411 0.3496
H -0.465 -4.422 -9.585 0.3000
H -2.302 -2.858 -7.707 0.2755
H -2.813 -3.915 -9.016 0.3322
H -2.634 -4.839 -6.425 0.3034
H -2.212 -5.901 -7.789 0.3813
O -6.606 0.561 0.111 -0.7038
S -5.775 -0.596 -0.096 1.0433
O -4.547 -0.472 -0.848 -0.5289
C -5.454 -1.387 1.476 -0.4251
C -6.607 -2.369 1.639 -0.7557
C -6.795 -3.034 0.267 -0.5871
C -6.786 -1.921 -0.787 -0.6686
H -5.398 -0.623 2.245 0.4360
H -4.496 -1.898 1.397 0.1683
H -6.393 -3.097 2.419 0.3635
H -7.515 -1.831 1.920 0.3397
H -5.970 -3.726 0.083 0.2620
H -7.720 -3.608 0.218 0.3456
H -6.347 -2.226 -1.734 0.3329
H -7.777 -1.505 -0.959 0.3447
O 0.044 0.366 7.591 -0.5889
S 1.203 0.291 8.447 1.1432
O 1.261 -0.683 9.503 -0.7072
C 2.661 0.179 7.412 -0.5576
C 3.051 1.630 7.158 -0.4727
C 2.899 2.351 8.505 -0.6682
C 1.545 1.937 9.095 -0.6921
H 2.407 -0.382 6.516 0.2455
H 3.422 -0.352 7.984 0.3424
H 4.065 1.704 6.768 0.3907
H 2.377 2.071 6.420 0.2121
H 3.704 2.045 9.176 0.2976
H 2.959 3.432 8.394 0.3527
H 1.546 1.877 10.180 0.3513
H 0.737 2.584 8.761 0.3618
```

Computed properties:
- charge = 0
- SMILES string = NP(O)B1OBOBO1.O=S1(=O)CCCC1.O=S1(=O)CCCC1.O=S1(=O)CCCC1.O=S1(=O)CCCC1.O=S1(=O)CCCC1.O=S1(=O)CCCC1
- Kohn-Sham gap (eV) = 7.816



| no. | largest force on an atom (eV Å⁻¹) | E_tot (a.u.) |
| --- | --- | --- |
| 1 | 0.7 | -5066.7093 |
| 2 | 5.7 | -661.7792 |
| 3 | 1.7 | -327.9262 |
| 4 | 3.2 | -2936.2451 |
| 5 | 0.6 | -1660.3295 |
| 6 | 1.2 | -5010.1294 |